Formula: C20H64N14O12
Source: OMol25
Level of theory: the ωB97M-V functional and the def2-TZVPD basis

Structure (XYZ):
```
110
Properties=species:S:1:pos:R:3:forces:R:3
C 0.13026 4.68595 -2.33223 0.5903 -0.1902 -1.8408
O -1.24074 4.82595 -2.36223 -1.8815 -0.4587 0.2668
H 0.44726 3.82895 -2.92323 0.1384 -0.1862 -0.5751
H 0.49526 4.43295 -1.37823 0.7983 0.5180 1.5935
H 0.54726 5.57995 -2.81623 0.2838 -0.2266 0.6776
H -1.64174 3.94095 -2.21523 0.1664 1.0116 -0.1785
C 1.57126 -2.56305 2.21377 10.6386 -1.0205 -4.1157
O 2.90226 -2.80805 1.97177 -5.8608 0.8246 1.6955
N 0.93626 -1.72905 1.46277 -1.2992 4.3098 -3.7508
N 0.86626 -3.09505 3.09577 -3.0404 -4.0478 5.3925
H 1.45726 -1.29305 0.66577 -0.1778 -0.7491 0.9795
H -0.08474 -1.79505 1.28577 1.5296 0.4132 0.6994
H 1.19426 -3.93405 3.62077 -0.3525 1.4654 -0.6001
H -0.00574 -2.61405 3.32477 0.2040 -0.8716 0.3308
C 3.98726 -0.83005 -0.75523 6.4267 -3.6222 -1.0573
O 4.90026 -1.83205 -0.73823 -4.5464 3.6132 0.3312
N 3.99326 0.01095 -1.75823 -1.0488 2.7451 -3.4185
N 3.24626 -0.44905 0.26577 -0.4064 -2.2790 2.3508
H 4.53426 -0.06905 -2.61723 0.1339 -0.9495 0.9899
H 3.36326 0.87895 -1.84323 1.0045 -2.0479 0.9817
H 3.43126 -1.07705 1.05077 -0.3314 0.2509 -0.0062
H 2.74026 0.39795 0.38677 0.0929 0.6989 -0.4163
C -1.94574 -1.99805 -0.10923 0.9446 -2.7924 -5.5298
O -1.73174 -2.56105 -1.36823 -1.2971 3.3099 6.4673
N -1.52774 -2.50105 1.05777 -0.1448 -2.3524 1.3945
N -2.63074 -0.87405 0.09177 -1.2336 2.3500 -2.0078
H -0.78174 -3.24805 1.05377 -1.9798 0.5351 -0.0721
H -2.09774 -2.31905 1.94677 1.4777 -0.5183 -1.5440
H -2.85974 -0.29105 -0.77023 0.9623 -1.5534 2.1259
H -2.71174 -0.36805 0.98277 0.5975 -0.5961 -0.5926
C -3.10274 1.30195 -2.12723 6.0742 6.0492 -2.6237
O -2.29774 2.36795 -2.35423 -4.0807 -4.4819 0.9381
N -4.21174 1.28695 -1.49223 -6.2416 2.4123 1.9584
N -2.72274 0.13895 -2.47623 0.7471 -4.6119 -2.2336
H -4.60974 2.25395 -1.42123 0.1287 -1.3663 0.1721
H -4.92674 0.50395 -1.57623 1.3382 1.5094 -0.1197
H -1.86574 0.03195 -3.00023 0.0448 -0.4011 0.1591
H -3.38874 -0.65605 -2.43123 1.1296 0.6096 -0.4671
C 0.12826 1.13295 -5.04523 8.3469 1.7846 3.6764
O 1.25526 1.51495 -4.23823 -5.9344 -1.8275 -4.0531
N -1.07974 1.13095 -4.67623 -5.3635 0.6218 2.3602
N 0.33226 0.69595 -6.23023 3.4489 -0.9769 -3.0246
H -1.25274 1.66395 -3.83123 -0.4860 0.3488 0.1940
H -1.92274 0.90595 -5.26223 1.7510 0.4201 0.6893
H 1.29026 0.62495 -6.56123 -0.3797 0.0873 0.2895
H -0.35574 0.54995 -6.90823 -1.1939 -0.2194 -0.7394
C 3.59726 3.03295 -1.96523 1.3530 4.6389 5.9162
O 3.81026 3.89395 -0.83823 -0.6499 -4.5919 -6.2574
N 4.40426 2.84095 -2.99123 4.1096 2.4605 0.4934
N 2.56726 2.23595 -2.01023 -2.6436 0.0688 0.2940
H 5.36526 3.21395 -2.86123 -1.2867 -0.3093 -0.4296
H 4.23426 2.30395 -3.79523 -0.5856 -0.7334 -0.6958
H 1.96526 2.34995 -1.20223 -0.1568 -0.0144 -0.4145
H 2.22626 1.87395 -2.91723 -0.3819 0.3493 0.6861
C -5.37674 -0.14905 1.60577 -2.7596 3.5660 8.1329
O -6.06474 -0.16005 2.77277 2.8254 0.0746 -5.2528
N -5.24174 -1.16405 0.85377 -0.9113 -7.2482 -1.8671
N -4.68274 0.93295 1.22277 0.7674 1.6779 -0.3785
H -5.72074 -2.00705 1.29877 0.6833 1.5770 -1.0189
H -4.31474 -1.43605 0.48177 -0.9269 0.6997 0.0909
H -4.73274 1.72295 1.88977 0.1195 -0.6911 -1.0562
H -4.31674 1.00995 0.22077 -0.7566 0.3115 2.5074
C -1.63074 0.03795 3.32377 2.0236 -0.4546 -1.3181
C -1.79874 -1.01905 4.38477 -0.7348 5.7627 2.3636
C -3.07774 -0.82805 5.08577 -1.4184 3.9279 -0.8945
O -1.78974 -2.19705 3.88577 0.3842 -7.0581 -3.3835
H -2.49474 0.21195 2.65677 0.1311 -0.0785 0.7192
H -0.73874 -0.25405 2.69077 -1.1157 0.2062 0.4158
H -1.26574 0.95995 3.74277 -0.3514 0.5401 0.2806
H -1.01674 -0.96205 5.12877 0.6894 0.6939 0.2998
H -3.25774 -1.42505 5.90077 -0.2529 -1.7113 1.9849
H -3.95974 -0.80305 4.43077 0.2335 -0.5166 -0.1880
H -3.06974 0.21795 5.43377 -0.0958 -0.2767 0.4189
H -2.08574 -2.78305 4.58577 -0.0853 -0.6806 -0.2260
C 1.19026 -1.84305 -3.39823 -1.1999 1.1794 -0.5919
C 1.16126 -3.28805 -2.96123 8.9720 6.3425 2.4258
C 1.38326 -3.39805 -1.46623 2.1797 1.3628 0.4207
O 0.13826 -3.86305 -3.21223 -11.8869 -6.5784 -3.7579
H 2.12026 -1.46705 -3.07523 1.1075 0.9991 0.2304
H 0.37426 -1.22305 -2.96823 0.3470 -0.4281 0.0643
H 1.09826 -1.70105 -4.49123 0.1477 -0.3626 0.3008
H 1.93526 -3.66305 -3.61423 1.1137 -0.9037 0.4804
H 1.53926 -4.42305 -1.26523 0.0331 -1.1903 0.6334
H 0.58426 -2.97905 -0.85123 -0.3142 -0.2053 -0.5895
H 2.27626 -2.85605 -1.14923 0.2643 -0.2018 0.1165
H -0.57874 -3.46805 -2.70823 -0.5638 -0.2186 0.1442
C -0.89174 2.34495 0.37577 -0.2093 -1.4121 -0.5107
C 0.22526 1.30595 0.24577 -8.4251 -3.2268 -2.0504
C 0.20026 0.59395 -1.10023 -1.0535 -0.3801 0.2845
O 1.38026 1.70295 0.41277 9.7665 4.3057 4.3832
H -0.87674 2.99595 -0.46223 0.0307 0.7844 -0.5151
H -0.92274 2.87495 1.28977 0.4112 0.6512 1.0753
H -1.82374 1.79195 0.32877 -0.4681 -0.0868 -0.1010
H 0.09926 0.57895 1.00877 -1.4507 -1.3692 0.7241
H -0.51374 -0.19305 -1.21923 -0.6558 -0.3745 0.2401
H 1.11526 0.13595 -1.31723 1.6480 -0.9275 0.2651
H 0.11426 1.20895 -1.94823 -0.5159 1.3911 -0.9585
H 1.54326 1.63395 1.42177 0.5526 0.8128 -1.7883
C 2.08926 -0.52205 5.02177 0.0817 -0.3856 -0.0115
C 2.52526 0.49795 3.95777 5.3849 0.2412 5.2982
C 3.92826 0.13495 3.38677 -2.6844 -0.0180 -0.7013
O 1.66626 0.68895 3.02577 -5.2043 -0.2073 -5.1098
H 2.30426 -1.56405 4.80477 0.0219 -0.2121 -0.7974
H 1.00926 -0.47005 5.21877 0.3397 0.3380 0.2503
H 2.69326 -0.39405 5.91077 -0.2371 0.4542 0.4872
H 2.64726 1.45895 4.54777 -0.2154 -0.6581 -0.7320
H 4.21926 0.81595 2.60977 0.1252 0.5241 -0.2922
H 3.78426 -0.83905 2.93877 0.5614 -0.4816 0.0999
H 4.61426 0.14895 4.15577 1.7363 -0.2829 1.5438
H 1.36126 -0.19305 2.67177 0.3340 0.9930 0.0695
```
Forces are in eV/Å.

The calculation puts the energy at -67203.3471 eV. The HOMO-LUMO gap comes out at 7.1 eV. As for the HOMO energy: -0.28963 Eh. The structure (SMILES) is NC(N)=O.NC(N)=O.NC(N)=O.NC(N)=O.NC(N)=O.NC(N)=O.NC(N)=O.CC(C)O.CC(C)O.CC(C)O.CC(C)O.CO. As for the energy above the lowest of the compared OMol25 structures with the same formula, charge and spin: 1346.9 kJ/mol.

Atomic partial charges in e from the Mulliken method, atoms 1 to 2: atom 1 (C): -0.35, atom 2 (O): -0.63

---

Formula: C20H64N8O12
Source: OMol25
Level of theory: the ωB97M-V functional and the def2-TZVPD basis

Structure (XYZ):
```
104
Properties=species:S:1:pos:R:3:forces:R:3
C 13.56600 -19.99400 -4.93600 -0.5186 -1.4888 0.5881
O 13.20800 -19.84300 -3.59400 0.2603 3.0243 0.1048
H 12.83100 -20.72200 -5.24500 -0.0074 -0.3278 -1.4815
H 14.56600 -20.39100 -5.03400 0.4335 -0.0958 -0.2754
H 13.47600 -19.07400 -5.48800 -0.1453 0.3832 -0.0510
H 13.20800 -20.63400 -3.07500 0.1915 -0.6912 0.2582
C 13.11000 -19.14300 -0.27800 -2.3211 -0.6843 -0.0693
O 12.35300 -18.84300 0.94700 2.3446 1.7513 -1.4682
H 12.33900 -19.36400 -1.07900 0.9689 0.8527 0.5238
H 13.68900 -20.07200 -0.21800 0.4163 0.4539 0.4746
H 13.69800 -18.24200 -0.46400 -0.0299 -0.5688 -0.4054
H 11.89800 -19.57800 1.31100 -0.7272 -1.3043 0.4819
C 12.37900 -16.76300 -3.30100 -0.4663 0.6052 1.3803
O 11.43400 -17.67000 -3.81600 -1.5089 1.4456 0.6808
H 13.10500 -16.71500 -4.03200 2.2855 0.3580 -1.4150
H 12.88000 -17.14100 -2.35600 -0.7898 0.6861 -0.7638
H 12.01100 -15.70400 -3.24000 -0.2181 -1.2805 0.4577
H 11.98200 -18.38700 -4.05000 0.5088 -1.7639 -0.2273
C 12.96000 -19.66900 4.24600 -0.7067 0.5941 -0.6510
O 13.50900 -20.82700 3.63600 -0.9477 -0.4392 0.7996
H 12.92600 -19.53500 5.33000 -0.3076 -1.2700 0.2758
H 11.94600 -19.48500 3.78900 1.2374 -0.1755 0.6240
H 13.61200 -18.86700 4.01300 0.3465 1.1538 -0.8165
H 14.37600 -21.02500 3.98800 0.2762 0.0822 0.0971
C 14.02700 -22.38000 -1.91400 4.0206 -1.9340 4.1447
O 14.83400 -22.42900 -0.83100 -3.8354 0.5971 -4.8618
N 14.28900 -22.92700 -3.09200 0.3709 -1.6191 -3.9575
N 12.82900 -21.87800 -2.01200 -4.0265 2.0699 1.7211
H 15.08700 -23.48600 -3.29600 0.6083 -0.0765 0.4147
H 13.57200 -22.96800 -3.89000 1.6092 0.2691 2.0982
H 12.38300 -21.46800 -1.18300 -0.1430 -0.6174 -0.4706
H 12.14200 -22.10200 -2.76600 1.0865 -0.0526 1.3023
C 11.18500 -21.71700 1.05300 -0.8838 -4.1915 -9.8052
O 10.68700 -21.94500 -0.24800 1.7863 1.3395 6.4881
N 10.86800 -20.76300 1.83200 -5.6858 4.6269 4.2752
N 12.23900 -22.30000 1.48200 3.9308 -4.0849 0.0192
H 9.98800 -20.34700 1.48500 0.2012 0.0943 0.1380
H 10.67800 -20.95000 2.85500 0.8946 -0.0963 -1.6280
H 12.72200 -23.11300 1.01300 -1.0248 1.6587 0.5053
H 12.74600 -21.81100 2.20900 0.2592 -0.3663 0.2538
C 11.95100 -15.48600 -0.05100 -9.4412 -2.1206 -4.7539
O 10.81100 -16.03300 -0.63100 5.8052 3.5509 2.5120
N 12.72000 -16.19000 0.65500 3.0827 -4.9714 4.5795
N 12.32600 -14.21600 -0.15600 -0.9958 2.2690 0.3911
H 12.46900 -17.22800 0.75500 0.0021 1.4041 -0.2319
H 12.92000 -15.81500 1.61000 0.2160 0.0259 -1.0427
H 11.53300 -13.59400 -0.25200 0.4518 0.3617 -0.1374
H 13.16100 -13.94200 0.36800 -0.7607 0.2433 -0.0387
C 15.30700 -14.88700 -1.55300 4.2495 4.6456 -12.1859
O 16.49000 -14.84600 -2.29800 -4.8265 -0.6003 3.7881
N 15.17100 -15.38400 -0.45600 1.2827 -4.3605 8.4706
N 14.17700 -14.35300 -2.08800 -0.7233 1.1196 -1.8806
H 16.12400 -15.71300 -0.10000 -2.3706 0.1919 -0.0348
H 14.20400 -15.69200 -0.12000 2.0688 -0.1296 0.0413
H 14.12300 -13.95400 -3.06500 0.6460 -0.9508 1.9649
H 13.34700 -14.22700 -1.47400 1.0744 -0.1545 -1.3537
C 15.61100 -17.93900 1.46200 1.7430 0.3310 -0.9815
C 16.16800 -18.98000 2.39400 -8.6919 -2.8367 -1.6606
C 15.95400 -20.46800 1.90900 -2.4498 1.1787 -1.9178
O 17.39300 -18.93600 2.55700 10.4583 2.3270 0.1980
H 15.62600 -18.31600 0.46400 0.4886 -0.0850 -1.1168
H 16.26000 -17.02900 1.52100 -0.7406 -0.5794 0.1486
H 14.59700 -17.75800 1.62600 -1.5968 0.6457 0.6561
H 15.56200 -18.73600 3.25300 0.3430 -0.6143 1.4176
H 14.92000 -20.66700 1.68900 -0.8641 -0.0174 0.0462
H 16.20900 -21.23800 2.59700 0.9639 -0.3610 0.6242
H 16.33600 -20.62900 0.86900 0.6138 0.1811 1.0216
H 17.76500 -18.81900 1.63800 0.2291 -0.2708 1.5472
C 10.26100 -14.70400 3.05900 0.0625 1.0627 0.5283
C 11.52700 -15.15400 3.72500 -5.3809 -4.7791 6.1250
C 11.72100 -16.76000 3.76300 0.1632 2.9227 1.6462
O 12.57600 -14.71400 3.18400 6.6871 2.6066 -4.3538
H 9.97900 -13.66400 3.43700 0.1354 -1.3413 -0.8884
H 9.48800 -15.42000 3.18200 -1.0338 -0.3410 0.5784
H 10.46800 -14.78000 2.01200 -0.1187 0.5718 -1.0244
H 11.56300 -14.67800 4.77000 -0.8102 -1.3924 -0.3804
H 11.09600 -17.25800 4.47400 -0.6314 -0.2024 0.3107
H 12.74400 -16.90900 4.07600 0.3514 -0.0239 0.1435
H 11.62500 -17.16400 2.80800 -0.4592 -0.6792 -1.6407
H 12.30300 -13.84300 2.96000 0.8233 1.7784 -0.7886
C 16.10000 -17.71100 -3.88500 -1.7622 -0.8376 -2.5408
C 16.29500 -18.18800 -2.53400 -8.4465 -4.4764 -0.3979
C 16.40700 -19.73100 -2.43300 -0.7382 -0.1134 -1.2502
O 17.18500 -17.58600 -1.93200 7.7709 4.1532 5.2509
H 15.29800 -18.28400 -4.34200 -0.4256 0.1637 -0.0258
H 16.92700 -18.11300 -4.36100 2.1329 -0.2528 -1.6603
H 15.95300 -16.68000 -4.17000 0.2101 0.4477 0.7789
H 15.31600 -17.99700 -1.96300 0.0212 -0.3048 -0.5740
H 15.96800 -20.17700 -1.51000 0.8092 0.4384 -0.4753
H 17.40800 -20.10400 -2.70300 -0.1130 0.1681 0.5447
H 15.75900 -20.08900 -3.25800 0.2190 -0.1429 0.5049
H 16.92200 -16.66000 -1.88000 0.6767 1.0423 -0.2888
C 8.87900 -17.62200 1.12600 -1.6691 -0.7521 -0.0734
C 8.26900 -18.82800 0.34900 0.3104 8.9054 -5.8986
C 8.94500 -18.96600 -1.03300 -2.7795 2.5753 -0.8061
O 8.24400 -19.92700 0.91900 1.1376 -9.2044 6.0232
H 9.88600 -17.92000 1.39400 0.3168 0.5861 0.1462
H 8.18400 -17.64800 1.96800 0.5392 0.5742 0.7640
H 8.76500 -16.63100 0.60400 0.5290 -1.3100 0.3614
H 7.21200 -18.63400 0.28000 -0.6464 1.6610 -1.3462
H 8.53200 -19.83000 -1.46600 -0.5555 -1.2532 -0.8377
H 9.97600 -19.07600 -1.06800 2.0518 0.0104 0.4879
H 8.66700 -18.07900 -1.70700 0.5447 -1.1530 0.9796
H 7.35600 -20.25400 1.02200 0.0768 -0.4485 0.2470
```
Forces are in eV/Å.

The calculation puts the energy at -58259.1538 eV. The HOMO-LUMO gap comes out at 8.7 eV. As for the HOMO energy: -0.31354 Eh. The structure (SMILES) is NC(N)=O.NC(N)=O.NC(N)=O.NC(N)=O.CC(C)O.CC(C)O.CC(C)O.CC(C)O.CO.CO.CO.CO. As for the energy above the lowest of the compared OMol25 structures with the same formula, charge and spin: 1205.2 kJ/mol.

Atomic partial charges in e from the Mulliken method, atoms 1 to 2: atom 1 (C): -1.37, atom 2 (O): 0.09